Below is C47H62N3O5P2Tl as an isolated structure, with properties calculated with wB97M-V/def2-TZVPD.

Last column: Löwdin charge in e.
Geometry (Å):
Tl  -0.319  -0.380  -0.587  0.8057
O  -1.004  -1.653  1.694  -0.2458
C  -1.788  -1.236  2.596  -0.4220
C  -2.783  -2.106  3.162  -0.0459
C  -3.579  -1.747  4.223  -0.1476
C  -3.459  -0.483  4.819  -0.1597
C  -2.540  0.396  4.274  -0.1074
C  -1.742  0.091  3.167  -0.1559
C  -0.924  1.204  2.672  -0.1431
N  -0.481  1.385  1.490  -0.0393
N  0.121  2.633  1.319  0.0401
C  0.784  2.733  0.193  -0.5589
O  1.010  1.870  -0.709  -0.2291
C  1.398  4.103  -0.027  -0.1391
C  2.136  4.321  -1.185  -0.0457
C  2.723  5.557  -1.433  -0.1019
C  2.578  6.593  -0.521  -0.1264
C  1.842  6.381  0.641  -0.1092
C  1.258  5.147  0.886  -0.0409
H  -2.871  -3.086  2.705  0.0939
H  -4.308  -2.455  4.607  0.0809
H  -4.068  -0.201  5.669  0.0685
H  -2.441  1.390  4.705  0.0932
H  -0.755  2.015  3.392  0.1080
H  2.242  3.495  -1.878  0.1111
H  3.297  5.708  -2.340  0.0901
H  3.035  7.557  -0.711  0.0842
H  1.725  7.184  1.360  0.0871
H  0.685  4.961  1.784  0.0966
C  4.166  -3.256  5.187  -0.2164
C  4.187  -1.718  5.126  -0.1982
C  3.299  -1.178  3.994  -0.2120
C  3.347  -2.108  2.775  -0.4519
C  2.664  -3.437  3.167  -0.2047
C  2.837  -3.783  4.657  -0.2029
P  2.462  -1.344  1.328  1.1154
C  3.711  -0.153  0.620  -0.4208
C  5.188  -0.601  0.440  -0.1937
C  6.153  0.265  1.250  -0.2162
C  6.064  1.738  0.836  -0.1976
C  4.596  2.188  0.646  -0.1832
C  3.639  1.213  1.323  -0.2215
C  2.467  -2.678  0.019  -0.4441
C  1.291  -3.659  0.211  -0.2346
C  0.988  -4.368  -1.114  -0.1910
C  2.281  -4.778  -1.852  -0.2052
C  3.462  -4.849  -0.885  -0.2093
C  3.758  -3.470  -0.271  -0.1993
H  4.336  -3.597  6.211  0.0958
H  4.978  -3.667  4.579  0.1054
H  5.214  -1.372  4.979  0.0982
H  3.847  -1.307  6.081  0.1015
H  3.615  -0.168  3.741  0.0799
H  2.258  -1.096  4.320  0.1192
H  4.400  -2.291  2.523  0.0984
H  3.072  -4.248  2.559  0.1001
H  1.597  -3.369  2.940  0.1044
H  2.772  -4.865  4.793  0.1012
H  2.022  -3.344  5.240  0.1116
H  3.273  0.025  -0.370  0.1046
H  5.464  -0.530  -0.618  0.1150
H  5.327  -1.644  0.723  0.0690
H  7.176  -0.101  1.122  0.1006
H  5.917  0.162  2.314  0.0996
H  6.621  1.877  -0.096  0.0987
H  6.557  2.358  1.591  0.0960
H  4.344  2.231  -0.417  0.1095
H  4.451  3.198  1.038  0.1050
H  2.616  1.583  1.285  0.0834
H  3.902  1.143  2.381  0.0883
H  2.215  -2.095  -0.879  0.0642
H  0.402  -3.135  0.570  0.0638
H  1.546  -4.393  0.977  0.0872
H  0.424  -3.684  -1.751  0.0703
H  0.360  -5.244  -0.927  0.1033
H  2.496  -4.048  -2.639  0.0991
H  2.150  -5.744  -2.349  0.0946
H  4.359  -5.223  -1.388  0.0992
H  3.224  -5.564  -0.090  0.1027
H  4.376  -2.901  -0.971  0.1047
H  4.350  -3.610  0.639  0.0871
N  0.925  -5.975  -9.992  0.1060
C  0.862  -5.338  -9.035  -0.2172
C  0.785  -4.542  -7.837  -0.2705
C  0.783  -3.149  -7.910  -0.0573
C  0.714  -2.389  -6.761  -0.0415
C  0.672  -2.985  -5.485  -0.2754
C  0.640  -4.395  -5.437  -0.0334
C  0.696  -5.157  -6.585  -0.0514
C  0.686  -2.212  -4.298  -0.2476
C  0.805  -1.557  -3.253  -0.1104
H  0.832  -2.670  -8.880  0.1066
H  0.700  -1.309  -6.822  0.1089
H  0.579  -4.870  -4.467  0.1036
H  0.663  -6.238  -6.527  0.1081
C  -5.924  0.049  -2.571  -0.0956
C  -4.937  0.882  -3.370  -0.3436
O  -4.319  1.891  -2.576  -0.3112
P  -3.115  1.376  -1.551  0.8094
O  -2.203  2.715  -1.581  -0.3253
C  -1.307  2.858  -2.697  -0.2919
C  -1.619  4.151  -3.415  -0.0759
O  -3.815  1.563  -0.118  -0.3012
C  -3.596  2.582  0.871  -0.2721
C  -4.894  3.319  1.117  -0.0788
H  -6.346  -0.742  -3.195  0.0688
H  -6.735  0.673  -2.191  0.0722
H  -5.428  -0.413  -1.717  0.0666
H  -5.448  1.405  -4.180  0.1047
H  -4.177  0.233  -3.818  0.1013
H  -1.411  2.002  -3.373  0.1095
H  -0.292  2.836  -2.301  0.0893
H  -2.655  4.156  -3.759  0.0664
H  -0.956  4.271  -4.275  0.0721
H  -1.472  4.998  -2.742  0.0749
H  -2.807  3.256  0.543  0.1037
H  -3.256  2.071  1.770  0.0989
H  -5.261  3.768  0.193  0.0717
H  -4.736  4.109  1.857  0.0703
H  -5.655  2.637  1.499  0.0719

Atoms 1-2, force components in eV/Å:
Tl 0.031 -0.096 0.203
O -0.163 0.110 -0.148

Computed properties:
- M: 1015.36 g/mol
- Maximum force: 0.341 eV Å⁻¹
- Total charge: -2
- Relative energy (zero: lowest compared OMol25 entry of this formula, charge and spin): 0.0 kJ/mol